Record 1
DFT (the ωB97M-V functional and the def2-TZVPD basis) results for a molecular structure, C13H22CoN2O5PS2 in a non-equilibrium geometry.

Output
- Kohn-Sham gap (alpha / beta): 6.49 / 6.57 eV
- ΔE to the lowest compared entry with this formula, charge and spin: 236.9 kJ/mol
- 2S+1: 2
- E_LUMO (alpha / beta): 2.54 / 2.53 eV
- <S²>: 0.7600
- Net charge: -1

```
46
Properties=species:S:1:pos:R:3:mulliken_charge:R:1
Co 0.252 0.158 0.123 0.273
C 2.967 5.695 1.469 -0.994
C 2.694 4.957 0.167 -0.199
O 2.991 3.558 0.257 -0.334
P 1.966 2.517 1.004 0.737
S -0.186 1.821 1.584 -0.349
S 2.713 0.787 0.283 -0.484
O 2.432 2.742 2.543 -0.350
C 3.067 1.767 3.361 -0.166
C 4.548 2.076 3.478 -1.090
H 2.854 6.772 1.329 0.415
H 3.980 5.481 1.812 0.243
H 2.271 5.359 2.238 0.249
H 3.325 5.342 -0.634 0.330
H 1.650 5.099 -0.130 0.196
H 2.916 0.774 2.937 0.149
H 2.578 1.812 4.337 0.316
H 4.985 2.101 2.479 0.227
H 5.053 1.309 4.069 0.413
H 4.693 3.050 3.950 0.266
O 0.306 -1.551 -0.842 -0.529
N 0.813 -2.487 -0.170 -0.258
N 0.915 -2.202 1.078 0.949
O 0.484 -1.038 1.529 -0.583
C 1.560 -3.077 1.979 0.200
C 1.985 -4.339 1.569 -0.343
C 2.637 -5.164 2.468 -0.447
C 2.862 -4.754 3.776 -0.445
C 2.403 -3.510 4.181 -0.519
C 1.751 -2.670 3.291 -0.274
H 1.801 -4.646 0.550 0.452
H 2.973 -6.142 2.146 0.346
H 3.389 -5.396 4.470 0.369
H 2.552 -3.189 5.204 0.345
H 1.391 -1.696 3.589 0.409
C -0.405 3.304 -2.334 -1.424
C 0.423 2.022 -2.204 0.930
C 0.579 1.342 -3.567 -1.557
O -0.169 1.176 -1.297 -0.510
H 0.108 4.036 -2.969 0.349
H -0.567 3.735 -1.344 0.239
H -1.380 3.071 -2.772 0.406
H 1.435 2.302 -1.854 0.010
H -0.408 1.135 -3.991 0.348
H 1.112 0.399 -3.440 0.327
H 1.138 1.985 -4.257 0.366
```

=====

Record 2
DFT (the ωB97M-V functional and the def2-TZVPD basis) results for a molecular structure, C13H22CoN6OS in a non-equilibrium geometry.

Output
- Kohn-Sham gap (alpha / beta): 7.69 / 7.68 eV
- 2S+1: 2
- E_LUMO (alpha / beta): -6.92 / -6.93 eV
- <S²>: 0.7941
- Net charge: +2

```
44
Properties=species:S:1:pos:R:3:mulliken_charge:R:1
Co -0.750 0.007 -0.628 0.074
C -1.811 -3.240 -2.996 -1.536
C -1.253 -2.240 -2.046 0.629
N -1.636 -1.067 -1.885 0.051
N -2.683 -0.539 -2.600 -0.060
C -3.013 0.750 -2.338 0.729
N -4.008 1.269 -3.012 -0.313
S -2.155 1.650 -1.169 -0.491
C -0.119 -2.597 -1.146 0.837
C 0.472 -3.828 -1.127 -0.415
C 1.527 -4.055 -0.244 -0.611
C 1.937 -3.032 0.576 -0.772
C 1.283 -1.809 0.495 0.012
N 0.281 -1.605 -0.347 0.266
H -2.565 -2.860 -3.676 0.385
H -2.255 -4.069 -2.436 0.399
H -1.006 -3.653 -3.607 0.383
H -3.171 -1.102 -3.268 0.128
H -4.549 0.758 -3.693 0.211
H -4.272 2.226 -2.826 0.250
H 0.118 -4.611 -1.791 0.399
H 2.016 -5.023 -0.205 0.453
H 2.753 -3.164 1.276 0.453
H 1.565 -0.971 1.117 0.433
C 2.778 3.364 1.500 -1.053
N 1.844 2.420 0.860 0.001
C 2.022 2.234 -0.592 -0.715
C 0.820 1.726 1.410 0.726
O 0.178 1.007 0.590 -0.609
N 0.406 1.694 2.695 0.008
C 0.873 2.402 3.905 -0.972
C -0.750 0.859 3.045 -1.070
H 3.445 3.729 0.729 0.308
H 3.395 2.885 2.254 0.376
H 2.268 4.228 1.913 0.376
H 2.856 2.847 -0.910 0.315
H 1.137 2.541 -1.145 0.241
H 2.246 1.198 -0.838 0.216
H 1.711 3.037 3.750 0.401
H 1.138 1.665 4.662 0.323
H 0.054 3.006 4.296 0.327
H -1.123 0.316 2.193 0.145
H -1.547 1.490 3.437 0.390
H -0.458 0.153 3.822 0.372
```

=====

Record 3
DFT (the ωB97M-V functional and the def2-TZVPD basis) results for a single C13H22N2O molecule in a non-equilibrium geometry.

Output
- Kohn-Sham gap: 9.79 eV
- ΔE to the lowest compared entry with this formula, charge and spin: 38.4 kJ/mol
- 2S+1: 1
- E_LUMO: 0.87 eV

```
38
Properties=species:S:1:pos:R:3:mulliken_charge:R:1
O 1.008 -2.529 -0.500 -0.717
C 0.740 -1.449 0.055 -0.286
N -0.168 -1.360 1.046 -0.241
C -0.762 -0.021 0.997 1.513
C -1.051 0.370 2.471 -1.302
C -2.507 0.192 2.849 -0.617
C -3.168 -1.031 2.196 -0.767
C -3.171 -0.894 0.643 -0.820
C -2.035 0.039 0.130 -1.030
N 0.322 0.785 0.402 -0.623
C 1.147 -0.068 -0.500 1.629
C 2.641 0.358 -0.312 -1.106
C 3.069 1.455 -1.286 -0.712
C 3.027 0.941 -2.741 -0.642
C 1.839 0.010 -2.996 -0.935
C 0.732 0.146 -1.982 -1.077
H -0.751 -2.175 1.104 0.271
H -0.740 1.414 2.656 0.244
H -0.464 -0.283 3.151 0.322
H -2.577 0.087 3.950 0.431
H -3.097 1.097 2.653 0.372
H -4.199 -1.095 2.522 0.432
H -2.661 -1.940 2.498 0.274
H -4.106 -0.397 0.329 0.416
H -3.116 -1.900 0.162 0.272
H -1.819 -0.203 -0.899 0.163
H -2.372 1.062 0.104 0.441
H 0.897 1.166 1.125 0.393
H 2.808 0.674 0.711 0.490
H 3.257 -0.538 -0.466 0.409
H 2.420 2.319 -1.264 0.339
H 4.104 1.826 -1.082 0.373
H 3.920 0.402 -2.989 0.292
H 2.982 1.800 -3.427 0.317
H 2.228 -1.007 -3.053 0.378
H 1.413 0.239 -3.963 0.373
H -0.035 -0.611 -2.214 0.367
H 0.247 1.117 -2.082 0.362
```

=====

Number 1: electronic energy -95641.687 eV. Number 2: electronic energy -73275.041 eV. Number 3: electronic energy -18866.329 eV.